C57H145N7O19 | ωB97M-V with the def2-TZVPD basis set

Output
energy above the lowest of the compared OMol25 structures with the same formula, charge and spin = 339.25 kJ/mol
calculated total energy = -4071.13396 Ha
E_HOMO = -8.572 eV

Structure (XYZ):
```
228
C57H145N7O19, DFT ωB97M-V with the def2-TZVPD basis set
C -3.120 -3.317 4.474
O -2.882 -1.922 4.077
C -1.621 -1.638 3.489
C -1.572 -0.157 3.112
N -0.310 0.231 2.485
C -0.570 1.553 1.976
C 0.666 2.087 1.212
O 1.766 2.082 2.093
C 2.957 2.423 1.509
H -3.088 -4.034 3.653
H -4.137 -3.294 4.866
H -2.485 -3.889 5.150
H -1.556 -2.112 2.510
H -0.785 -1.934 4.122
H -1.780 0.469 3.980
H -2.369 0.029 2.392
H 0.464 0.244 3.134
H -0.951 2.149 2.806
H -1.388 1.565 1.256
H 0.547 3.127 0.910
H 0.862 1.473 0.333
H 2.827 3.377 0.998
H 3.332 1.760 0.730
H 3.755 2.619 2.226
C 5.773 -5.039 6.314
O 5.196 -3.826 6.716
C 5.751 -3.146 7.866
C 5.140 -1.735 8.007
N 5.095 -1.172 6.668
C 6.365 -0.434 6.394
C 6.359 0.371 5.009
O 6.710 -0.597 4.001
C 6.965 0.020 2.703
H 5.162 -5.376 5.476
H 5.772 -5.853 7.039
H 6.780 -4.965 5.903
H 6.831 -3.067 7.746
H 5.688 -3.780 8.750
H 5.636 -1.005 8.648
H 4.153 -1.789 8.467
H 5.093 -1.852 5.922
H 7.164 -1.131 6.141
H 6.715 0.257 7.161
H 7.138 1.129 5.089
H 5.418 0.884 4.811
H 6.265 0.807 2.420
H 6.873 -0.701 1.891
H 7.991 0.384 2.751
C -3.921 8.529 -3.469
O -2.901 7.887 -2.715
C -1.993 8.806 -2.098
C -1.197 8.093 -0.932
N -2.225 7.791 0.128
C -1.663 6.978 1.154
C -2.803 5.970 1.592
O -2.923 5.001 0.517
C -3.569 3.772 0.781
H -4.516 9.175 -2.824
H -4.623 7.766 -3.804
H -3.462 9.059 -4.304
H -2.572 9.612 -1.648
H -1.311 9.276 -2.807
H -0.475 8.842 -0.608
H -0.632 7.187 -1.150
H -2.915 7.195 -0.307
H -1.345 7.595 1.994
H -0.779 6.433 0.823
H -3.791 6.407 1.738
H -2.513 5.512 2.537
H -4.553 3.880 1.237
H -2.916 3.244 1.476
H -3.609 3.127 -0.096
C 6.447 -3.155 -2.629
O 6.005 -3.822 -1.420
C 4.613 -3.993 -1.385
C 4.283 -5.019 -0.363
N 4.500 -6.420 -0.782
C 3.361 -6.823 -1.628
C 3.621 -8.090 -2.362
O 4.329 -7.890 -3.568
C 4.567 -9.031 -4.304
H 5.910 -2.217 -2.772
H 6.366 -3.791 -3.511
H 7.493 -2.927 -2.424
H 4.127 -4.186 -2.341
H 4.155 -3.062 -1.052
H 3.218 -4.896 -0.165
H 4.816 -4.740 0.546
H 5.326 -6.360 -1.361
H 3.123 -6.108 -2.415
H 2.455 -6.947 -1.035
H 2.642 -8.531 -2.546
H 4.075 -8.803 -1.673
H 3.637 -9.567 -4.493
H 5.277 -9.693 -3.808
H 5.054 -8.771 -5.244
C -2.895 0.319 -7.012
O -2.529 0.845 -5.746
C -1.359 1.667 -5.852
C -1.138 2.339 -4.488
N -2.246 3.194 -4.179
C -2.255 3.929 -2.941
C -3.693 4.517 -2.777
O -4.617 3.380 -2.608
C -5.974 3.632 -2.803
H -3.739 -0.359 -6.890
H -2.016 -0.136 -7.470
H -3.180 1.152 -7.655
H -1.613 2.382 -6.633
H -0.524 1.018 -6.116
H -0.203 2.884 -4.617
H -0.979 1.597 -3.706
H -3.059 2.606 -4.292
H -1.546 4.756 -2.927
H -2.028 3.280 -2.095
H -3.853 5.140 -3.657
H -3.732 5.116 -1.867
H -6.339 2.651 -2.499
H -6.288 3.847 -3.824
H -6.334 4.292 -2.014
C 0.566 7.646 4.517
O 0.381 6.744 3.428
C 1.079 5.548 3.494
C 0.779 4.664 4.787
N 1.505 3.352 4.724
C 1.223 2.440 5.799
C 1.922 1.070 5.676
O 1.221 0.094 4.850
C 1.756 -1.192 5.034
H 0.335 7.251 5.507
H -0.067 8.528 4.425
H 1.631 7.868 4.584
H 2.122 5.840 3.376
H 0.827 5.044 2.562
H -0.287 4.621 5.008
H 1.267 5.112 5.652
H 1.314 2.808 3.894
H 0.153 2.242 5.852
H 1.530 2.881 6.748
H 2.054 0.628 6.664
H 2.956 1.174 5.349
H 1.655 -1.877 4.192
H 1.331 -1.732 5.879
H 2.830 -1.109 5.202
C 4.308 -2.266 2.090
O 3.078 -2.632 1.561
C 2.453 -1.536 0.817
C 1.134 -2.076 0.168
N 0.284 -1.001 -0.336
C -1.078 -1.426 -0.506
C -1.851 -0.298 -1.310
O -3.178 -0.815 -1.358
C -4.024 0.173 -1.996
H 4.596 -3.023 2.819
H 4.291 -1.383 2.729
H 5.123 -2.170 1.372
H 3.051 -1.292 -0.060
H 2.306 -0.603 1.361
H 0.572 -2.559 0.968
H 1.406 -2.661 -0.711
H 0.201 -0.334 0.417
H -1.644 -1.587 0.411
H -1.190 -2.308 -1.136
H -1.420 -0.266 -2.310
H -1.738 0.620 -0.733
H -5.072 -0.126 -2.000
H -3.769 0.160 -3.056
H -3.871 1.203 -1.673
C -6.468 0.466 -4.563
C -7.457 0.531 -5.738
C -6.736 0.267 -7.030
O -8.390 -0.543 -5.677
H -5.990 1.445 -4.564
H -5.691 -0.289 -4.677
H -6.873 0.323 -3.561
H -8.061 1.437 -5.798
H -7.411 0.087 -7.866
H -6.090 -0.611 -7.016
H -6.097 1.111 -7.291
H -8.998 -0.369 -4.955
C 3.780 -0.280 -4.151
C 3.297 0.012 -2.724
C 2.578 1.384 -2.628
O 2.343 -1.035 -2.505
H 3.023 -0.289 -4.935
H 4.370 -1.196 -4.173
H 4.473 0.535 -4.362
H 4.098 -0.131 -1.998
H 3.370 2.121 -2.495
H 1.855 1.455 -1.816
H 1.925 1.569 -3.481
H 1.664 -0.764 -1.884
C 0.114 -3.180 -6.558
C 0.633 -2.015 -5.660
C -0.320 -1.500 -4.602
O 1.641 -2.608 -4.930
H -0.461 -3.837 -5.904
H 0.910 -3.718 -7.072
H -0.624 -2.815 -7.272
H 1.009 -1.226 -6.312
H 0.150 -0.658 -4.093
H -0.636 -2.261 -3.889
H -1.185 -1.059 -5.097
H 1.930 -2.007 -4.240
C -4.909 -0.999 0.988
C -5.819 -0.955 2.262
C -6.180 -2.385 2.622
O -5.117 -0.358 3.288
H -4.659 0.015 0.673
H -5.469 -1.537 0.224
H -3.921 -1.455 1.059
H -6.692 -0.342 2.037
H -6.782 -2.538 3.518
H -5.281 -2.964 2.832
H -6.619 -2.926 1.784
H -4.446 -1.011 3.500
C -3.477 -4.362 -0.853
C -2.397 -5.387 -0.639
C -1.791 -5.405 0.749
O -3.045 -6.613 -0.929
H -4.286 -4.362 -0.124
H -3.881 -4.391 -1.865
H -3.170 -3.334 -0.661
H -1.566 -5.219 -1.324
H -2.526 -5.622 1.525
H -1.228 -4.517 1.035
H -1.112 -6.254 0.825
H -3.998 -6.496 -0.942
```